[1]
Molecular formula: C36H72O20
Method: DFT, ωB97M-V with the def2-TZVPD basis set

The value obtained for the LUMO energy is 0.3 eV. As for the SMILES: COC(=O)OC.COC(=O)OC.COC(=O)OC.COC(=O)OC.CC(C)=O.CC(C)=O.CC(C)=O.CC(C)=O.CC(C)=O.CC(C)=O.CC(C)=O.CC(C)=O. The calculation puts the total energy at -2919.72631 hartree. As for the net charge: 0. As for the HOMO-LUMO gap: 0.3435 Eh. The energy above the lowest of the compared OMol25 structures with the same formula, charge and spin comes out at 0.0 kcal/mol.

Positions of all 128 atoms, in Å:
C 2.173 0.692 0.367
O 1.348 -0.338 -0.124
C 0.045 -0.094 -0.175
O -0.488 0.976 -0.041
O -0.558 -1.261 -0.407
C -1.972 -1.279 -0.359
H 2.024 1.608 -0.203
H 3.225 0.458 0.233
H 1.981 0.883 1.422
H -2.332 -1.154 0.663
H -2.303 -2.228 -0.766
H -2.416 -0.473 -0.937
C 3.802 -1.456 -2.501
O 4.872 -0.726 -1.934
C 5.263 -1.087 -0.720
O 4.668 -1.829 0.006
O 6.400 -0.486 -0.453
C 7.089 -0.916 0.720
H 2.973 -1.513 -1.786
H 4.084 -2.473 -2.754
H 3.338 -0.882 -3.298
H 6.757 -0.358 1.593
H 8.149 -0.778 0.539
H 6.893 -1.976 0.890
C -0.906 -0.210 -4.339
O -2.207 -0.797 -4.186
C -2.287 -2.090 -4.432
O -1.349 -2.803 -4.662
O -3.574 -2.429 -4.503
C -3.846 -3.795 -4.729
H -1.015 0.815 -3.997
H -0.585 -0.209 -5.378
H -0.199 -0.735 -3.706
H -3.394 -4.159 -5.654
H -4.920 -3.926 -4.835
H -3.486 -4.434 -3.920
C -5.469 -2.922 -1.370
O -5.691 -1.731 -2.111
C -5.364 -0.606 -1.494
O -4.814 -0.541 -0.419
O -5.541 0.389 -2.348
C -5.431 1.706 -1.834
H -5.976 -3.730 -1.892
H -5.801 -2.871 -0.336
H -4.408 -3.193 -1.389
H -5.465 2.400 -2.668
H -4.515 1.842 -1.262
H -6.296 1.942 -1.206
C 0.563 4.580 -1.426
C -0.361 4.784 -0.255
O 0.059 5.100 0.834
C -1.827 4.498 -0.428
H -0.035 4.497 -2.339
H 1.176 3.685 -1.342
H 1.181 5.466 -1.581
H -2.250 4.635 0.568
H -1.977 3.465 -0.749
H -2.387 5.166 -1.085
C 3.960 2.430 -2.590
C 2.694 1.983 -3.260
O 1.736 1.616 -2.621
C 2.665 2.002 -4.769
H 3.804 2.502 -1.514
H 4.266 3.427 -2.924
H 4.793 1.756 -2.794
H 2.032 2.829 -5.100
H 2.318 1.069 -5.207
H 3.662 2.202 -5.168
C 0.241 2.297 3.056
C -0.285 3.331 4.025
O 0.330 3.621 5.018
C -1.590 4.015 3.699
H 1.242 2.085 3.432
H 0.256 2.664 2.030
H -0.398 1.412 3.086
H -1.464 4.499 2.729
H -1.773 4.752 4.481
H -2.457 3.357 3.700
C -3.509 1.799 1.410
C -3.614 0.884 2.602
O -2.641 0.473 3.182
C -4.978 0.352 2.938
H -4.480 2.206 1.138
H -3.054 1.278 0.569
H -2.795 2.565 1.713
H -5.611 1.118 3.399
H -4.944 -0.453 3.669
H -5.437 -0.019 2.019
C 1.133 -5.825 0.683
C 1.222 -5.302 -0.725
O 1.420 -6.030 -1.660
C 1.110 -3.806 -0.889
H 1.232 -6.909 0.673
H 0.166 -5.607 1.139
H 1.893 -5.341 1.293
H 1.882 -3.470 -1.580
H 1.281 -3.299 0.060
H 0.120 -3.555 -1.262
C -2.502 -4.359 1.389
C -3.328 -3.788 2.527
O -4.476 -4.135 2.699
C -2.683 -2.733 3.367
H -1.706 -3.667 1.122
H -3.169 -4.454 0.532
H -2.120 -5.329 1.703
H -3.356 -2.143 3.980
H -2.016 -2.073 2.815
H -2.003 -3.243 4.066
C 3.505 4.613 1.135
C 4.813 3.913 1.357
O 4.980 2.774 1.003
C 5.881 4.628 2.142
H 3.684 5.521 0.555
H 3.052 4.905 2.087
H 2.780 3.958 0.659
H 5.600 4.678 3.196
H 6.007 5.658 1.806
H 6.805 4.067 2.031
C 2.835 -2.636 2.739
C 1.348 -2.602 3.013
O 0.655 -3.571 2.846
C 0.801 -1.274 3.454
H 3.310 -1.712 3.061
H 3.049 -2.790 1.681
H 3.251 -3.476 3.298
H 0.707 -0.622 2.575
H 1.474 -0.783 4.153
H -0.220 -1.328 3.829

---

[2]
Molecular formula: C36H72O36
Method: DFT, ωB97M-V with the def2-TZVPD basis set

The value obtained for the LUMO energy is 0.1 eV. As for the SMILES: COC(=O)OC.COC(=O)OC.COC(=O)OC.COC(=O)OC.COC(=O)OC.COC(=O)OC.COC(=O)OC.COC(=O)OC.COC(=O)OC.COC(=O)OC.COC(=O)OC.COC(=O)OC. The calculation puts the total energy at -4123.35285 hartree. As for the net charge: 0. As for the HOMO-LUMO gap: 0.3930 Eh. The energy above the lowest of the compared OMol25 structures with the same formula, charge and spin comes out at 165.7 kcal/mol.

Positions of all 144 atoms, in Å:
C 5.099 2.268 14.112
O 4.848 1.239 13.129
C 4.420 0.082 13.486
O 4.465 -0.478 14.580
O 3.619 -0.236 12.495
C 2.649 -1.247 12.686
H 5.440 3.232 13.736
H 5.855 2.007 14.853
H 4.236 2.567 14.708
H 1.954 -0.972 13.479
H 3.034 -2.238 12.927
H 2.061 -1.376 11.777
C -4.051 6.131 -3.582
O -4.945 5.233 -4.286
C -4.632 4.726 -5.458
O -3.527 4.813 -5.998
O -5.710 4.164 -6.034
C -5.560 3.690 -7.341
H -3.841 6.926 -4.298
H -3.147 5.548 -3.404
H -4.557 6.535 -2.705
H -6.541 3.364 -7.689
H -4.798 2.950 -7.586
H -5.400 4.615 -7.894
C -4.268 -1.817 -12.021
O -3.609 -2.050 -10.722
C -2.266 -1.912 -10.611
O -1.493 -1.691 -11.580
O -1.932 -2.162 -9.375
C -0.618 -1.881 -8.878
H -3.599 -1.846 -12.881
H -4.921 -0.946 -12.072
H -5.046 -2.570 -12.150
H -0.472 -0.817 -8.690
H 0.314 -2.209 -9.339
H -0.494 -2.349 -7.901
C 2.557 8.781 -0.682
O 1.307 9.422 -0.471
C 1.149 10.542 0.318
O 2.034 11.182 0.816
O -0.149 10.879 0.437
C -0.588 12.048 1.165
H 2.303 7.736 -0.861
H 3.278 8.894 0.127
H 2.899 9.170 -1.642
H -1.669 12.022 1.028
H -0.256 12.936 0.626
H -0.381 12.113 2.233
C -4.879 -1.583 8.917
O -4.069 -2.703 8.624
C -4.159 -3.737 9.514
O -4.951 -3.912 10.475
O -3.216 -4.688 9.091
C -3.094 -5.824 9.838
H -5.396 -1.330 7.991
H -4.246 -0.750 9.223
H -5.782 -1.781 9.494
H -4.039 -6.295 10.112
H -2.536 -5.641 10.757
H -2.608 -6.644 9.311
C 7.844 -3.958 -3.888
O 6.865 -4.513 -3.097
C 5.558 -4.628 -3.430
O 5.158 -4.249 -4.554
O 4.830 -4.976 -2.418
C 3.502 -5.405 -2.719
H 8.143 -4.627 -4.695
H 8.768 -3.737 -3.354
H 7.594 -3.022 -4.388
H 3.485 -6.477 -2.912
H 2.994 -4.832 -3.495
H 2.914 -5.238 -1.817
C -6.324 -5.650 3.364
O -6.960 -6.462 4.322
C -6.549 -7.743 4.449
O -5.595 -8.287 3.886
O -7.505 -8.421 5.164
C -7.570 -9.824 5.202
H -5.372 -5.998 2.964
H -6.183 -4.658 3.795
H -6.993 -5.483 2.519
H -6.718 -10.337 5.648
H -7.667 -10.109 4.155
H -8.453 -9.942 5.829
C 6.293 1.968 -1.303
O 7.561 2.146 -1.864
C 7.790 2.305 -3.191
O 6.905 2.455 -4.038
O 9.075 2.499 -3.327
C 9.705 2.622 -4.621
H 6.373 2.230 -0.248
H 6.043 0.912 -1.405
H 5.471 2.532 -1.744
H 9.481 3.561 -5.128
H 9.405 1.817 -5.292
H 10.780 2.528 -4.473
C -0.652 -1.652 3.346
O -0.093 -0.851 2.318
C -0.619 -0.925 1.077
O -1.245 -1.907 0.568
O -0.198 0.167 0.388
C -0.681 0.360 -0.875
H -0.530 -2.718 3.155
H -1.727 -1.487 3.415
H -0.332 -1.662 4.388
H -0.054 1.166 -1.255
H -1.679 0.798 -0.842
H -0.508 -0.537 -1.470
C 2.946 -6.434 4.387
O 3.684 -5.215 4.536
C 3.703 -4.438 5.644
O 3.113 -4.586 6.734
O 4.549 -3.429 5.464
C 4.648 -2.417 6.405
H 3.175 -7.241 5.083
H 3.145 -6.861 3.405
H 1.886 -6.180 4.382
H 3.803 -1.758 6.603
H 5.579 -1.861 6.299
H 4.949 -2.896 7.337
C 3.240 7.311 -7.399
O 4.498 7.986 -7.671
C 5.131 7.690 -8.730
O 4.813 6.942 -9.633
O 6.166 8.529 -8.751
C 6.991 8.591 -9.854
H 3.326 6.559 -6.614
H 2.837 6.724 -8.225
H 2.433 8.025 -7.236
H 6.778 9.549 -10.329
H 6.931 7.895 -10.691
H 8.016 8.607 -9.482
C -6.412 -2.796 -3.732
O -7.580 -3.306 -3.040
C -8.726 -2.587 -2.919
O -8.836 -1.457 -3.238
O -9.629 -3.373 -2.296
C -10.984 -2.900 -2.185
H -5.615 -3.424 -3.334
H -6.228 -1.754 -3.470
H -6.632 -2.878 -4.797
H -11.165 -1.826 -2.235
H -11.491 -3.386 -1.352
H -11.451 -3.289 -3.090

---

[3]
Molecular formula: C36H73ClN10O11
Method: DFT, ωB97M-V with the def2-TZVPD basis set

The value obtained for the LUMO energy is 0.5 eV. As for the SMILES: Cc1ccc(COC(=O)NCl)cc1.CNC(C)=O.CNC(C)=O.CNC(C)=O.CNC(C)=O.CNC(C)=O.CNC(C)=O.CNC(C)=O.CNC(C)=O.CNC(C)=O. The calculation puts the total energy at -3250.95194 hartree. As for the net charge: 0. As for the HOMO-LUMO gap: 0.3161 Eh.

Positions of all 131 atoms, in Å:
C -0.159 -3.709 -4.124
C -1.482 -3.265 -4.822
C -2.085 -1.996 -4.442
C -3.343 -1.585 -5.054
C -4.001 -2.455 -6.050
C -5.345 -1.944 -6.645
O -6.358 -2.958 -6.820
C -6.452 -3.807 -5.730
O -6.226 -4.974 -5.914
N -6.843 -3.402 -4.407
Cl -7.794 -1.966 -4.384
C -3.349 -3.711 -6.436
C -2.087 -4.140 -5.827
H -0.360 -3.842 -3.015
H 0.104 -4.722 -4.528
H 0.642 -2.949 -4.316
H -1.633 -1.321 -3.686
H -3.815 -0.614 -4.776
H -5.724 -1.124 -5.967
H -5.139 -1.446 -7.632
H -6.052 -3.360 -3.760
H -3.847 -4.351 -7.198
H -1.613 -5.113 -6.102
C 1.607 1.452 -3.239
C 0.869 0.250 -2.713
O 0.788 -0.797 -3.345
N 0.278 0.350 -1.494
C 0.262 1.490 -0.602
H 2.023 1.221 -4.218
H 0.923 2.296 -3.343
H 2.427 1.712 -2.567
H -0.199 -0.494 -1.205
H 0.717 1.194 0.346
H -0.777 1.776 -0.424
H 0.805 2.337 -1.011
C 4.330 4.813 -0.631
C 3.592 3.611 -0.103
O 3.512 2.562 -0.735
N 3.004 3.717 1.114
C 2.991 4.867 2.001
H 4.745 4.579 -1.609
H 3.647 5.657 -0.736
H 5.149 5.075 0.041
H 2.527 2.877 1.406
H 3.447 4.574 2.948
H 1.950 5.153 2.177
H 3.534 5.713 1.587
C -5.817 -4.791 -9.522
C -4.822 -4.391 -10.579
O -4.318 -3.278 -10.609
N -4.488 -5.316 -11.522
C -4.973 -6.674 -11.652
H -5.982 -3.956 -8.845
H -6.770 -5.056 -9.985
H -5.432 -5.633 -8.943
H -3.818 -4.978 -12.196
H -4.121 -7.355 -11.595
H -5.449 -6.782 -12.629
H -5.687 -6.928 -10.874
C -2.832 -4.197 1.502
C -1.836 -3.809 0.441
O -1.320 -2.695 0.407
N -1.513 -4.735 -0.498
C -2.011 -6.094 -0.627
H -2.990 -3.358 2.179
H -3.788 -4.454 1.043
H -2.451 -5.042 2.081
H -0.843 -4.404 -1.174
H -1.163 -6.775 -0.575
H -2.487 -6.193 -1.605
H -2.727 -6.344 0.152
C 3.891 7.590 4.017
C 5.151 7.212 3.283
O 5.127 6.640 2.196
N 6.338 7.522 3.860
C 6.568 8.188 5.125
H 3.027 7.281 3.438
H 3.857 7.087 4.985
H 3.846 8.671 4.151
H 7.138 7.239 3.313
H 7.144 9.098 4.936
H 7.148 7.523 5.761
H 5.640 8.446 5.626
C 0.641 -9.986 -0.577
C 0.646 -8.695 -1.354
O -0.388 -8.140 -1.703
N 1.850 -8.147 -1.667
C 3.171 -8.648 -1.346
H -0.387 -10.298 -0.404
H 1.149 -10.768 -1.144
H 1.127 -9.844 0.389
H 1.776 -7.285 -2.187
H 3.694 -7.893 -0.755
H 3.717 -8.810 -2.278
H 3.131 -9.578 -0.787
C -0.410 9.529 5.521
C 0.346 9.115 4.285
O 1.137 8.182 4.288
N 0.126 9.816 3.141
C -0.764 10.943 2.940
H -0.130 8.880 6.349
H -0.160 10.558 5.788
H -1.484 9.434 5.354
H 0.665 9.484 2.355
H -1.489 10.679 2.167
H -0.174 11.795 2.597
H -1.292 11.213 3.850
C -2.314 -2.676 5.247
C -3.715 -3.014 4.808
O -4.130 -2.735 3.693
N -4.524 -3.650 5.698
C -4.215 -4.061 7.053
H -1.792 -2.174 4.433
H -2.341 -2.005 6.107
H -1.768 -3.587 5.497
H -5.446 -3.844 5.335
H -4.346 -5.142 7.127
H -4.915 -3.571 7.732
H -3.199 -3.802 7.336
C 7.896 5.878 8.434
C 6.502 5.538 7.974
O 6.096 5.827 6.857
N 5.687 4.888 8.847
C 5.983 4.465 10.201
H 8.426 6.391 7.633
H 7.855 6.539 9.301
H 8.443 4.966 8.680
H 4.770 4.694 8.472
H 5.856 3.382 10.262
H 5.272 4.944 10.878
H 6.994 4.726 10.499

---

Q: LUMO energy of number 3 (C36H73ClN10O11)?
A: 0.5 eV